C35H42AsClN3O3Pd as an isolated structure at a distorted geometry, computed with ωB97M-V with the def2-TZVPD basis set.

**Frontier orbital gap**: 6.339 eV
**Net charge**: +1
**HOMO**: -9.45 eV
**Largest force on an atom**: 2.66 eV/Å
**Spin multiplicity**: 1
**Energy**: -124423.016 eV

Each line ends with the Löwdin charge.
Positions of all 86 atoms, in Å:
Pd: 0.942100 -0.217585 -0.086931  0.689
Cl: 4.113158 -7.071016 -0.516579  0.649
C: 3.092628 -5.673751 -0.277185  -0.672
C: 1.714824 -5.757003 -0.550433  -0.082
C: 0.898659 -4.687223 -0.346891  -0.001
C: 1.398652 -3.435042 0.114305  -0.363
O: 0.608754 -2.464454 0.381327  -0.208
C: 2.813505 -3.353151 0.278978  -0.133
C: 3.465047 -2.119825 0.544741  -0.203
O: 2.974142 -1.005740 0.535204  -0.092
C: 3.621700 -4.505400 0.141895  -0.075
H: 1.304305 -6.691239 -0.919611  0.112
H: -0.165031 -4.770357 -0.528537  0.100
H: 4.549639 -2.178469 0.752053  0.136
H: 4.688299 -4.441874 0.338757  0.117
C: 0.289644 1.568483 -0.904287  -0.198
H: -0.787963 1.554657 -0.991045  0.017
H: 0.741607 1.550537 -1.891514  0.077
C: -0.850694 1.669500 2.032213  -0.027
N: -0.911525 2.984174 1.409178  -0.120
C: -2.124375 3.759309 1.657979  -0.015
C: 0.103792 3.486666 0.690308  -0.343
N: 0.696407 2.800254 -0.266228  0.060
N: 0.496710 4.749144 0.908417  -0.114
C: 1.325048 5.467792 -0.055931  -0.018
C: 0.358496 5.374284 2.225434  -0.018
H: -0.944790 1.781681 3.116125  0.107
H: 0.092924 1.189825 1.815414  0.057
H: -1.656684 1.031724 1.677539  0.038
H: -2.974913 3.243235 1.209695  0.080
H: -2.046192 4.746321 1.209103  0.097
H: -2.308212 3.866848 2.728759  0.099
H: 1.610659 3.127797 -0.520551  0.105
H: 1.054389 5.189451 -1.072246  0.101
H: 2.390346 5.276503 0.103157  0.099
H: 1.149852 6.534218 0.059632  0.100
H: -0.376323 6.180006 2.208840  0.098
H: 1.320674 5.790149 2.522860  0.099
H: 0.060132 4.635927 2.963845  0.094
C: 5.086870 2.224680 1.113399  -0.134
C: 4.445860 2.353251 2.505405  -0.147
C: 3.204623 1.489693 2.369280  -0.195
O: 2.743629 1.734704 1.035547  -0.231
C: 3.911485 1.836986 0.197612  -0.185
H: 5.839906 1.437643 1.108068  0.114
H: 5.563691 3.148365 0.791871  0.109
H: 4.165410 3.388401 2.710408  0.108
H: 5.099317 2.006343 3.305820  0.118
H: 2.402734 1.756523 3.058110  0.119
H: 3.442661 0.430491 2.485706  0.115
H: 3.706800 2.591025 -0.569894  0.111
H: 4.086959 0.883132 -0.294210  0.101
C: -4.613585 2.040839 -2.264558  -0.071
C: -3.767226 1.381723 -3.145785  -0.064
C: -2.843033 0.456826 -2.671851  -0.096
C: -2.770066 0.170038 -1.310011  -0.357
C: -3.613299 0.850055 -0.429762  -0.120
C: -4.534493 1.773966 -0.903153  -0.082
As: -1.395498 -1.030826 -0.617209  1.378
C: -1.051509 -2.067013 -2.223302  -0.374
C: -2.083512 -2.762268 -2.854865  -0.126
C: -1.827972 -3.526450 -3.985549  -0.064
C: -0.540625 -3.589726 -4.504650  -0.068
C: 0.484003 -2.873481 -3.902336  -0.063
C: 0.226563 -2.114495 -2.767902  -0.114
C: -2.378335 -2.211565 0.555407  -0.334
C: -2.809690 -1.714134 1.782573  -0.113
C: -3.475904 -2.534280 2.680969  -0.069
C: -3.690644 -3.869962 2.369968  -0.067
C: -3.238703 -4.376213 1.158297  -0.057
C: -2.584892 -3.551184 0.253152  -0.098
H: -5.335352 2.758182 -2.636901  0.110
H: -3.817557 1.593303 -4.206905  0.111
H: -2.187816 -0.046114 -3.371149  0.102
H: -3.574787 0.639717 0.630562  0.078
H: -5.189223 2.288350 -0.209540  0.108
H: -3.094227 -2.692670 -2.473593  0.112
H: -2.633970 -4.070269 -4.461721  0.110
H: -0.337316 -4.195653 -5.379361  0.110
H: 1.485633 -2.910025 -4.312278  0.111
H: 1.026874 -1.568002 -2.304464  0.074
H: -2.619038 -0.685350 2.056589  0.069
H: -3.813836 -2.134604 3.629111  0.109
H: -4.200425 -4.516608 3.073782  0.110
H: -3.385316 -5.421685 0.917198  0.112
H: -2.244566 -3.958009 -0.685678  0.080

Cartesian forces (eV/Å) of the 3 atoms listed first:
Pd -2.6 -0.4 -0.3
Cl -0.2 0.1 0.0
C -0.1 -0.6 -0.2

A 2-piece molecular cluster, C4H10O2 overall, computed with ωB97M-V with the def2-TZVPD basis set.

**Frontier orbital gap**: 10.939 eV
**SMILES**: CC(=O)CCO.[H][H]
**HOMO**: -9.99 eV
**Largest force on an atom**: 0.47 eV/Å
**Spin multiplicity**: 1
**Energy**: -8404.009 eV

Each line ends with the natural charge from an NBO analysis.
Positions of all 16 atoms, in Å:
C: -2.039539 0.123989 0.452784  -0.722
C: -0.796428 -0.532948 -0.101715  0.627
O: -0.554507 -1.707829 0.110924  -0.580
C: 0.140048 0.321944 -0.942157  -0.551
C: 1.617265 -0.137063 -0.860928  -0.057
O: 1.970718 -0.686317 0.388493  -0.721
H: -2.496661 -0.532913 1.194448  0.240
H: -1.796679 1.088628 0.910772  0.232
H: -2.758698 0.309305 -0.353965  0.238
H: 0.021716 1.377964 -0.667291  0.221
H: -0.207080 0.231595 -1.983268  0.242
H: 2.273489 0.727753 -1.004051  0.187
H: 1.841575 -0.848167 -1.669894  0.167
H: 1.399567 -1.462838 0.498822  0.489
H: 0.469111 1.077261 2.223519  -0.037
H: 0.916102 0.649634 1.803507  0.026

Cartesian forces (eV/Å) of the 3 atoms listed first:
C 0.0 0.0 0.1
C 0.0 -0.2 0.0
O -0.1 0.5 -0.1

C10H16O3 in the gas phase at a distorted geometry, computed with ωB97M-V with the def2-TZVPD basis set.

**Frontier orbital gap (spin up / spin down)**: 8.915 / 8.448 eV
**HOMO (spin up / spin down)**: -9.66 / -9.62 eV
**Largest force on an atom**: 3.42 eV/Å
**Spin multiplicity**: 1
**Energy**: -16764.683 eV

Each line ends with the natural charge from an NBO analysis.
Positions of all 29 atoms, in Å:
C: 1.680608 1.200283 1.747521  -0.611
C: 0.606764 0.810002 0.744368  -0.003
C: -0.604343 0.026845 1.430133  -0.229
C: 0.285845 -1.258112 1.282224  -0.404
C: 0.918327 -0.600026 0.037159  -0.229
C: -0.060603 -0.946525 -1.160711  0.210
C: -1.454320 -1.141781 -0.598097  0.062
C: -1.793433 -0.046426 0.529233  -0.354
O: -2.488163 -1.048168 -1.315525  -0.328
O: -0.578547 -2.871402 -2.552884  -0.134
O: 0.296594 -2.287295 -1.672064  -0.182
C: 0.161469 -0.006567 -2.357461  -0.644
C: 0.235844 2.036328 -0.065450  -0.631
H: 2.542816 1.626001 1.216030  0.214
H: 1.304110 1.984946 2.420423  0.215
H: 2.027021 0.370756 2.359085  0.214
H: -0.825265 0.384180 2.445383  0.218
H: 0.968240 -1.417986 2.128196  0.224
H: -0.281199 -2.176212 1.074013  0.201
H: 2.001176 -0.778916 -0.168932  0.228
H: -1.379473 -2.008233 0.110165  0.183
H: -2.642087 -0.483326 1.047386  0.229
H: -2.074098 0.863581 0.020145  0.219
H: -0.150548 1.028112 -2.170414  0.225
H: 1.245850 0.000700 -2.599638  0.220
H: -0.420878 -0.441339 -3.177382  0.242
H: -0.693937 1.978003 -0.654623  0.209
H: 0.098616 2.887006 0.629924  0.216
H: 1.073615 2.315573 -0.728208  0.218

Cartesian forces (eV/Å) of the 3 atoms listed first:
C 0.2 0.2 -0.1
C -1.4 -1.0 -0.6
C 2.2 0.6 0.5

A 2-piece molecular cluster, C8H22BO7P2S overall at a distorted geometry, computed with ωB97M-V with the def2-TZVPD basis set.

**Frontier orbital gap**: 6.330 eV
**Net charge**: -1
**HOMO**: -4.18 eV
**Largest force on an atom**: 1.01 eV/Å
**Spin multiplicity**: 1
**Energy**: -53080.119 eV

Each line ends with the natural charge from an NBO analysis.
Positions of all 41 atoms, in Å:
C: 1.066156 -4.623295 0.911207  -0.601
C: 1.727361 -3.241903 0.868571  -0.708
P: 0.585753 -1.926878 1.506661  0.737
C: 0.417702 -0.865313 0.001505  -0.929
C: 1.619444 -0.808743 2.607125  -0.169
O: 0.862068 -0.332887 3.669157  -0.727
B: 1.672240 -0.349449 4.905644  0.538
S: 0.925625 -1.518139 6.278999  -0.438
O: 3.010042 -0.861087 4.451825  -0.720
C: 2.866583 -1.438546 3.215700  0.356
O: 3.970753 -1.174061 2.351823  -0.740
H: 0.940807 -4.967225 1.937571  0.207
H: 0.095694 -4.616862 0.415622  0.199
H: 1.695692 -5.349646 0.387317  0.188
H: 1.997874 -3.013368 -0.166078  0.204
H: 2.661702 -3.274952 1.422661  0.226
H: 1.076496 0.001972 0.079736  0.217
H: -0.611233 -0.526826 -0.096236  0.225
H: 0.708829 -1.403395 -0.900888  0.218
H: 1.965659 0.019365 1.968514  0.165
H: 1.801511 0.775245 5.380876  -0.131
H: 0.022424 -2.207163 5.577571  0.118
H: 2.794600 -2.530947 3.339264  0.105
H: 4.675066 -1.753372 2.631045  0.461
C: -0.150420 3.481341 -2.602936  -0.245
O: -1.554486 3.240071 -2.420226  -0.835
P: -2.203421 1.907570 -3.003907  2.580
O: -1.242286 0.902756 -3.436932  -1.092
O: -3.201305 2.420257 -4.134062  -0.821
C: -2.636557 2.883447 -5.362312  -0.258
O: -3.196908 1.449248 -1.881646  -0.803
C: -4.173593 2.351306 -1.345298  -0.251
H: 0.052118 3.796109 -3.626873  0.171
H: 0.120003 4.279035 -1.916779  0.193
H: 0.424841 2.587338 -2.374217  0.213
H: -1.759000 2.295057 -5.631546  0.202
H: -2.368165 3.937590 -5.274576  0.177
H: -3.395368 2.767330 -6.131522  0.192
H: -4.821328 2.728111 -2.135769  0.186
H: -3.682618 3.179026 -0.835580  0.193
H: -4.760352 1.781882 -0.631008  0.200

Cartesian forces (eV/Å) of the 3 atoms listed first:
C 0.3 0.0 -0.2
C 0.1 -0.2 -0.3
P -0.3 -0.1 0.4